Record 1
C31H22N10O4S3SeTa as an isolated structure, computed with ωB97M-V/def2-TZVPD.

Positions of all 72 atoms, in Å:
C  -2.190  -0.689  5.111
H  3.673  -3.298  -0.663
H  1.128  5.901  -0.588
C  -3.461  -7.098  -1.771
H  3.062  -2.257  -1.897
O  -2.480  -0.963  -0.749
C  3.396  -6.021  -1.383
C  -2.276  -5.014  -1.999
H  0.416  -4.617  -3.384
H  -1.241  6.176  0.194
C  -0.292  -3.119  -1.005
C  3.487  -5.901  -2.761
O  -0.085  -3.020  2.420
C  -2.347  0.301  -4.054
S  0.399  0.296  2.132
C  2.540  -1.707  -0.029
H  -3.360  0.124  -4.385
N  0.089  -4.562  0.721
N  -3.126  -1.058  5.666
C  0.103  0.219  5.172
C  -2.035  0.137  -2.722
C  -1.564  4.019  0.196
H  2.966  -2.896  1.564
H  -1.530  0.811  -5.975
S  -2.229  -0.782  1.997
C  -2.490  -7.548  -0.888
H  -4.299  -7.732  -2.025
C  -0.113  -3.322  1.250
C  2.409  -5.394  -3.476
H  4.218  -6.443  -0.818
N  1.026  0.560  5.766
C  1.169  -5.092  -1.434
H  -0.657  -7.116  0.106
C  -3.349  -5.835  -2.325
C  -1.310  -5.456  -1.106
C  -0.941  2.765  -0.074
H  2.024  -1.480  1.909
C  -1.028  -0.228  4.422
C  -0.096  -4.619  -0.717
N  2.560  -2.029  1.245
Se  -3.276  2.274  0.776
C  -0.087  0.956  -4.385
S  1.736  -0.293  -0.660
H  2.464  -5.317  -4.554
H  -0.031  -5.356  1.328
H  2.033  3.645  -0.989
O  -0.387  -2.595  -2.095
H  -2.563  -8.537  -0.456
N  -0.295  -2.424  0.181
Ta  -0.753  -0.392  0.088
N  -0.823  0.349  -2.194
C  1.254  -5.001  -2.820
H  1.090  1.021  -2.612
N  -2.805  3.959  0.644
C  2.242  -5.615  -0.722
C  -1.420  -6.734  -0.562
H  0.728  1.296  -5.008
H  4.382  -6.221  -3.278
C  -3.059  -0.220  -1.687
C  -1.338  0.693  -4.917
N  3.175  -2.457  -0.918
N  -1.683  1.695  0.167
C  0.478  5.053  -0.424
H  -2.203  -4.032  -2.444
N  0.340  2.627  -0.508
H  2.189  -5.708  0.355
O  -4.173  0.216  -1.675
C  1.003  3.736  -0.660
C  -0.799  5.210  -0.002
H  -4.101  -5.478  -3.016
C  -0.981  -0.230  3.072
C  0.126  0.786  -3.029

Forces on atoms 1 to 3 (eV/Å):
C -0.03 -0.04 0.15
H -0.04 -0.05 -0.02
H -0.01 0.01 0.00

LUMO energy in eV: -4.72
Net charge: +1
HOMO in eV: -11.14
2S+1: 1
Kohn-Sham gap in hartree: 0.23586
E_tot in a.u.: -5696.07528

Record 2
A 2-piece molecular cluster, C31H22NO5S overall in a non-equilibrium geometry, computed with ωB97M-V/def2-TZVPD.

Positions of all 60 atoms, in Å:
C  -3.269  -5.235  1.512
O  -3.530  3.835  -3.540
C  1.598  -2.789  3.647
C  4.109  1.281  -1.300
C  3.901  -1.201  3.486
C  -1.633  -1.113  -0.103
H  -1.002  3.610  -3.373
C  -1.576  1.129  -1.068
H  0.165  0.015  -0.356
C  -2.316  -4.253  1.817
H  4.821  -0.627  3.394
H  -5.399  2.858  -3.763
H  0.200  1.834  -2.071
H  4.054  -1.463  5.613
H  1.689  0.554  1.109
H  -5.144  4.478  -4.512
C  -2.956  1.419  -0.836
C  2.054  -2.350  2.405
H  2.518  4.813  -0.886
C  -2.927  3.095  -2.576
H  4.524  0.295  -1.516
O  3.465  -1.938  -0.210
C  4.722  2.391  -1.848
H  5.653  2.279  -2.407
H  0.685  -3.375  3.699
H  1.588  -2.662  1.473
H  -3.326  -6.145  2.112
C  -1.519  2.966  -2.667
C  2.314  -2.473  4.806
C  -3.628  2.382  -1.567
H  -3.506  0.860  -0.078
H  1.970  -2.843  5.771
C  2.962  3.821  -0.979
H  -4.696  2.560  -1.415
C  -1.346  -1.936  1.084
O  -3.388  -1.332  -1.825
C  -2.228  -3.130  0.997
C  3.473  -1.693  4.720
C  -0.870  1.991  -1.946
C  2.351  2.728  -0.390
C  4.786  4.852  -2.230
H  -4.746  -3.733  -1.218
H  -5.412  4.337  -2.735
C  -4.973  3.865  -3.626
H  -1.637  -4.339  2.664
C  4.156  3.673  -1.699
C  -4.079  -3.915  -0.377
C  2.957  1.436  -0.455
C  3.140  -1.488  2.347
C  2.475  0.391  0.355
H  1.431  2.823  0.189
C  -2.796  -1.720  -0.832
H  -4.907  -5.820  0.213
C  -4.159  -5.056  0.427
N  5.255  5.843  -2.649
C  -0.920  0.009  -0.458
S  3.631  -0.857  0.737
O  -0.610  -1.635  2.023
C  -3.099  -2.975  -0.089
O  4.950  -0.328  1.000

Forces on atoms 1 to 3 (eV/Å):
C -0.15 0.34 -0.40
O -0.42 0.12 0.36
C 0.33 -0.10 0.11

LUMO energy in eV: 0.96
Net charge: -1
HOMO in eV: -3.46
2S+1: 1
Kohn-Sham gap in hartree: 0.16256
E_tot in a.u.: -2023.63374

Record 3
C31H23BrInN7O8S as an isolated structure in a non-equilibrium geometry, computed with ωB97M-V/def2-TZVPD.

Positions of all 72 atoms, in Å:
C  4.766  -1.320  -5.081
H  -0.503  3.895  -1.991
O  1.822  -0.788  0.176
S  -1.686  1.603  2.870
C  4.007  -0.574  -1.740
H  2.203  -0.099  -6.946
C  2.090  -0.472  4.051
C  5.489  -0.404  0.247
H  -3.811  -2.509  5.345
H  2.532  0.467  4.385
H  4.722  -0.244  3.553
C  4.291  -0.925  -3.831
N  4.854  -1.097  -2.574
H  1.785  -1.191  -0.710
H  2.179  0.526  -1.942
H  4.328  -1.306  -7.168
H  -0.859  -4.189  2.724
C  -5.610  1.090  2.325
C  -3.259  1.474  2.136
C  3.993  -1.012  -6.182
H  -7.756  0.729  0.870
H  -1.969  0.146  -3.502
C  -2.104  2.915  -4.025
H  -7.002  0.851  -0.676
H  -2.633  -4.565  4.491
N  -6.926  0.854  0.323
C  -5.724  1.070  0.924
N  -2.655  -1.204  4.274
H  2.610  -1.320  4.495
C  5.650  -0.302  1.615
N  -0.195  0.801  -0.744
C  3.307  -0.494  1.952
H  -4.661  1.316  -0.938
H  6.331  -0.382  -0.430
H  5.706  -1.848  -5.166
C  -1.647  -1.106  3.419
O  -1.191  -2.077  -2.430
C  -0.862  0.117  -1.673
H  0.489  2.641  -0.057
H  -6.498  0.957  2.931
H  -4.287  1.299  4.005
O  -2.152  4.127  -3.784
In  -0.063  -0.389  1.239
C  -0.996  -1.381  -1.462
C  -1.367  -3.368  3.215
O  2.122  -0.565  2.620
C  -4.388  1.285  2.928
N  -1.101  0.075  3.023
N  -1.014  -2.146  2.838
C  4.564  -0.336  2.488
O  -2.499  2.161  -4.919
C  -2.351  -3.576  4.165
N  2.888  -0.055  -2.364
C  -4.576  1.289  0.142
C  4.202  -0.528  -0.283
H  1.043  -0.490  4.330
O  -0.880  -1.762  -0.223
C  -1.440  0.735  -2.768
C  2.775  -0.323  -6.056
O  -1.744  2.256  4.137
C  -0.601  2.821  -1.909
O  -0.747  2.110  1.877
C  3.134  -0.601  0.583
H  1.345  0.597  -4.734
C  3.065  -0.253  -3.721
C  -2.988  -2.439  4.641
C  2.287  0.070  -4.827
C  -3.357  1.486  0.743
H  -2.478  1.689  0.144
C  -1.339  2.117  -2.859
C  -0.036  2.136  -0.855
Br  7.377  -0.070  2.346

Forces on atoms 1 to 3 (eV/Å):
C -0.01 0.02 0.00
H -0.13 -0.01 -0.08
O 0.80 -0.42 -0.24

LUMO energy in eV: -0.97
Net charge: 0
HOMO in eV: -7.74
2S+1: 1
Kohn-Sham gap in hartree: 0.24901
E_tot in a.u.: -5342.74070

Record 4
C31H23N6O7RbTe as an isolated structure, computed with ωB97M-V/def2-TZVPD.

Positions of all 69 atoms, in Å:
C  1.219  6.207  0.881
C  -0.986  -3.837  -1.647
O  0.101  2.803  1.739
Te  0.517  -0.049  3.417
H  0.159  3.692  -5.832
C  3.254  5.399  2.624
C  -0.691  -5.836  1.438
C  5.449  -0.493  5.383
H  -3.148  2.628  -1.143
Rb  -0.750  0.856  -0.036
C  2.269  7.072  1.202
H  2.301  1.865  4.171
H  2.760  1.197  2.602
H  5.747  -2.533  5.994
C  -0.301  3.604  -4.852
H  0.131  -5.668  -1.584
H  -0.366  5.844  -0.050
C  0.108  -4.616  -1.337
O  -2.365  -1.314  -2.741
H  -1.836  -4.237  -2.183
C  5.081  -1.827  5.512
H  2.156  3.544  2.714
C  1.643  -1.807  3.884
H  6.403  -0.150  5.764
H  4.866  1.443  4.667
H  3.559  -3.289  5.128
C  -1.481  3.362  -2.344
C  -2.231  3.213  -1.074
H  2.041  -4.619  -0.380
O  2.322  -0.770  0.394
C  4.585  0.401  4.769
C  0.083  3.920  1.166
H  -0.562  1.474  -5.012
C  2.211  4.543  2.304
N  -1.937  3.595  0.108
C  -1.262  -3.801  2.279
O  -2.831  -1.173  -0.535
H  4.082  7.358  2.299
C  3.349  -0.017  4.278
O  3.183  -2.796  0.781
N  -1.584  -4.901  1.639
H  1.092  -2.412  4.599
C  1.186  4.916  1.445
C  -1.291  2.190  -3.130
C  2.977  -1.358  4.411
C  2.225  -1.964  0.308
N  -0.788  4.360  0.267
C  -0.704  2.361  -4.405
C  -2.182  -1.600  -1.459
C  -1.053  4.600  -2.812
C  2.408  0.943  3.603
N  0.008  -1.953  -0.568
N  -1.063  -2.782  2.806
C  1.176  -4.038  -0.661
H  2.270  8.058  0.754
H  1.753  -2.407  2.982
H  -0.133  5.710  -4.405
C  3.853  -2.250  5.026
C  3.275  6.672  2.065
H  -2.165  -0.287  -2.880
C  -0.464  4.738  -4.060
N  0.021  -6.727  1.195
H  -1.196  5.472  -2.186
C  -1.001  -2.513  -1.214
H  4.040  5.078  3.296
C  1.087  -2.698  -0.331
O  -1.607  1.018  -2.658
H  3.839  -2.223  1.206
O  0.269  6.643  0.042

Forces on atoms 1 to 3 (eV/Å):
C -0.02 0.01 -0.01
C -0.01 -0.01 0.03
O -0.02 0.20 0.02

LUMO energy in eV: 3.90
Net charge: -2
HOMO in eV: -2.83
2S+1: 1
Kohn-Sham gap in hartree: 0.24723
E_tot in a.u.: -2342.60663

Record 5
C31H24BrN8O8Zr as an isolated structure in a non-equilibrium geometry, computed with ωB97M-V/def2-TZVPD.

Positions of all 73 atoms, in Å:
O  -0.494  -0.206  -2.320
C  3.351  1.628  -1.998
H  -2.008  2.326  -3.363
H  4.054  1.990  -1.251
H  -1.711  -3.550  0.030
C  -2.595  -0.228  -3.327
H  0.722  -2.482  -2.090
H  3.475  1.198  2.425
C  1.814  -1.273  2.073
C  -6.666  -0.472  -0.352
H  0.949  -3.046  4.016
C  -3.646  -2.664  -0.310
N  -4.691  1.077  -4.055
C  -4.676  0.862  0.216
N  2.887  0.282  -1.834
C  3.994  -2.415  2.815
H  4.816  -4.520  5.053
H  2.668  4.049  1.776
O  -0.372  -1.436  0.114
Zr  0.953  0.023  -0.661
C  -1.650  -1.426  0.168
C  -2.464  -1.657  -3.272
C  -3.889  -0.247  0.070
C  -6.039  0.737  -0.015
H  1.830  -2.627  -0.869
H  1.141  5.949  2.059
H  4.566  -1.767  2.163
C  -4.445  -1.478  -0.291
C  -2.406  -0.203  0.244
C  3.525  -0.691  -2.536
H  3.763  2.541  1.414
O  2.212  -0.987  0.847
C  2.604  -2.348  2.865
N  -1.334  1.781  -2.898
H  -4.372  1.846  0.469
C  -3.757  0.448  -3.763
Br  2.197  -5.127  6.035
H  3.788  1.774  -2.961
O  1.968  1.602  1.049
C  3.344  1.570  1.451
H  -6.258  -2.524  -0.701
N  -2.332  -2.788  -3.358
C  2.155  2.570  -1.907
C  -0.628  4.795  1.358
H  -0.453  2.171  -2.499
O  1.051  1.952  -1.426
H  3.304  -2.869  -2.515
C  1.597  3.908  1.710
O  2.165  3.740  -2.213
C  0.723  4.974  1.750
H  -4.150  -3.591  -0.641
O  0.888  -0.694  2.622
C  -2.302  -2.659  0.033
N  4.788  -3.163  3.582
H  -1.353  5.629  1.311
C  -1.043  3.533  0.964
C  2.678  -1.988  -2.669
H  2.230  -1.920  -3.677
C  -1.476  0.473  -2.841
H  3.779  0.897  0.709
N  -0.628  1.217  0.551
N  -1.880  0.983  0.510
C  -5.870  -1.559  -0.503
C  4.204  -3.912  4.478
C  2.810  -3.949  4.655
N  1.571  -2.040  -1.696
C  1.140  2.705  1.226
H  -7.749  -0.476  -0.568
O  4.576  -0.643  -3.165
H  -6.622  1.635  0.037
C  -0.221  2.441  0.947
H  -2.109  3.402  0.872
C  2.011  -3.087  3.875

Forces on atoms 1 to 3 (eV/Å):
O -0.03 0.24 0.39
C -0.69 0.49 0.12
H -0.68 0.74 -0.40

LUMO energy in eV: 1.20
Net charge: -1
HOMO in eV: -5.40
2S+1: 1
Kohn-Sham gap in hartree: 0.24227
E_tot in a.u.: -4857.11132

Record 6
C31H24N4O5RuS3 as an isolated structure in a non-equilibrium geometry, computed with ωB97M-V/def2-TZVPD.

Positions of all 68 atoms, in Å:
H  -1.153  2.108  4.075
H  4.713  2.526  -2.449
C  -1.826  4.846  1.478
H  -2.202  4.067  -0.487
C  -1.877  -2.712  -0.673
O  0.734  -0.078  -2.394
H  4.723  -1.797  -3.581
O  -1.224  0.748  -0.754
C  -2.132  0.629  1.447
C  1.487  -1.070  -2.766
S  2.722  -0.296  0.224
S  -0.162  -4.299  3.281
H  -1.182  5.536  3.434
C  2.869  -0.901  -2.982
O  0.116  3.113  -1.011
N  -0.049  -2.958  0.886
C  -1.170  -3.528  0.205
H  -2.862  -6.413  -0.212
C  -1.513  -4.862  0.365
C  -1.016  0.806  0.465
C  3.121  -3.215  -3.634
Ru  1.187  1.214  -0.889
H  4.283  1.748  -0.059
C  1.634  -1.540  0.792
C  3.725  2.577  -1.980
C  -2.093  1.117  2.757
O  0.186  0.971  0.894
H  -0.942  -5.493  1.027
N  2.439  2.751  -0.045
H  1.292  -4.359  -3.599
H  4.559  0.442  -2.950
N  0.607  -1.978  0.157
C  0.746  3.866  1.179
H  3.739  -4.042  -3.954
O  -1.008  1.813  3.171
H  -2.835  5.226  1.595
C  3.488  0.375  -2.727
H  3.202  3.463  -2.344
H  -5.095  0.006  3.866
C  -4.277  0.186  3.179
C  3.663  -1.969  -3.421
C  1.739  -3.385  -3.435
H  -3.285  -0.408  0.007
C  -1.486  4.206  0.314
C  -3.265  -0.059  1.029
C  0.938  -2.343  -3.033
C  2.102  3.460  0.969
C  0.439  -3.273  2.103
H  2.875  3.875  1.624
H  4.415  3.517  -0.150
C  3.820  2.653  -0.462
H  1.118  4.660  3.136
C  -0.182  3.676  0.110
H  -5.197  -0.846  1.531
C  -2.597  -5.371  -0.338
N  2.901  1.414  -2.261
H  -0.125  -2.473  -2.884
C  -0.897  5.026  2.523
C  -2.957  -3.235  -1.365
C  -4.334  -0.294  1.878
C  -3.327  -4.564  -1.197
H  -3.122  1.269  4.630
C  0.375  4.539  2.352
H  -3.507  -2.594  -2.043
H  -4.172  -4.970  -1.739
H  -1.574  -1.682  -0.812
C  -3.169  0.894  3.612
S  1.861  -2.314  2.335

Forces on atoms 1 to 3 (eV/Å):
H -0.03 0.05 0.01
H -0.03 -0.14 -0.02
C 0.03 0.01 0.05

LUMO energy (alpha / beta) in eV: 2.51 / 2.49
Net charge: -1
HOMO (alpha / beta) in eV: -4.50 / -4.36
2S+1: 2
Kohn-Sham gap (alpha / beta) in hartree: 0.25755 / 0.25165
<S²>: 0.76
E_tot in a.u.: -3080.49945

Record 7
C31H25Br2N2O6PbS as an isolated structure in a non-equilibrium geometry, computed with ωB97M-V/def2-TZVPD.

Positions of all 68 atoms, in Å:
Br  -0.852  -0.845  -3.465
H  -4.175  2.774  -4.114
C  0.897  -1.622  -3.563
C  -4.376  -0.409  2.206
C  4.509  -4.619  -0.605
C  3.553  -6.069  1.061
C  2.455  2.320  3.657
C  2.478  -5.203  1.197
O  0.023  -3.579  1.428
H  -4.634  0.334  2.946
C  2.366  0.913  3.588
C  -2.596  1.103  1.352
H  -5.293  -3.531  1.263
H  1.660  -5.419  1.866
H  -3.461  2.323  2.879
C  2.030  3.080  2.596
C  -3.338  2.330  1.797
C  -5.067  -1.610  2.198
C  -0.249  2.993  -1.667
O  0.092  1.818  -1.881
H  5.293  -4.394  -1.310
H  -3.413  4.480  -5.729
H  -4.324  2.372  1.341
C  1.880  0.352  2.381
O  -2.092  -1.009  -0.535
O  -1.416  1.210  1.020
H  5.391  -6.459  0.035
C  3.435  -3.750  -0.479
N  1.459  1.124  1.368
C  2.141  -1.884  3.341
C  -2.779  4.201  -4.902
C  2.594  -1.311  4.523
H  1.206  -1.687  -4.604
H  2.060  4.157  2.629
C  -3.331  -0.161  1.323
C  -3.699  -2.413  0.402
Pb  0.152  -0.092  -0.437
H  0.869  -2.582  -3.053
H  1.097  3.002  0.644
C  -2.958  -1.185  0.367
N  1.453  -1.521  1.036
C  1.811  -1.085  2.239
H  0.283  4.846  -3.606
H  -1.187  5.518  -5.480
C  2.730  0.056  4.649
C  -3.210  3.241  -4.003
C  -1.529  4.781  -4.770
H  2.049  -2.953  3.246
C  -2.384  2.840  -2.963
O  0.569  -2.737  -0.828
H  3.365  -2.862  -1.087
C  -1.156  3.457  -2.841
C  -4.732  -2.607  1.277
S  0.990  -3.011  0.538
C  4.562  -5.776  0.156
C  1.505  2.430  1.472
H  -2.691  2.062  -2.280
H  2.837  2.779  4.557
Br  2.189  -0.529  -2.614
H  3.589  -6.974  1.648
H  -3.421  -3.163  -0.320
H  -2.752  3.206  1.528
O  -0.022  3.780  -0.781
H  2.856  -1.952  5.351
C  -0.696  4.409  -3.723
H  -5.857  -1.771  2.914
H  3.127  0.494  5.553
C  2.434  -4.057  0.426

Forces on atoms 1 to 3 (eV/Å):
Br -0.10 -0.13 -0.39
H -0.22 0.01 -0.12
C -0.03 -0.21 0.02

LUMO energy (alpha / beta) in eV: -5.85 / -5.62
Net charge: +1
HOMO (alpha / beta) in eV: -10.12 / -10.13
2S+1: 1
Kohn-Sham gap (alpha / beta) in hartree: 0.15710 / 0.16572
E_tot in a.u.: -7496.07224